Arrangement one

Formula: C15H19ClN6O2
Source: the Open Molecules 2025 dataset
Level of theory: the ωB97M-V functional and the def2-TZVPD basis

Each atom is followed by the atoms it is bonded to, with distances in Å.
Geometry (Å):
1 C -4.23042 2.96729 -1.30245  O2 1.429, H25 1.095, H26 1.095, H27 1.136
2 O -3.07980 2.13586 -1.46923  C1 1.429, C3 1.429
3 C -1.95636 2.76114 -2.09175  O2 1.429, C4 1.480, H28 1.076, H29 1.036
4 C -1.11215 1.74231 -2.75376  C3 1.480, C5 1.548, N6 1.451, H30 1.115
5 C -1.78883 1.02922 -3.94948  C4 1.548, H31 1.079, H32 1.095, H33 1.062
6 N -0.84060 0.73187 -1.74909  C4 1.451, C7 1.364, H34 1.067
7 C 0.22444 0.89132 -0.91170  N6 1.364, N8 1.307, N24 1.294
8 N 1.30175 1.59678 -1.13380  C7 1.307, C9 1.295
9 C 2.13412 1.78582 -0.15989  N8 1.295, C10 1.345, H35 1.135
10 C 1.91442 1.26607 1.06147  C9 1.345, C11 1.380, H36 1.118
11 C 0.75839 0.52480 1.19752  C10 1.380, N12 1.344, N24 1.326
12 N 0.50420 -0.03905 2.39031  C11 1.344, N13 1.448, C14 1.387
13 N 0.80570 0.67068 3.61616  N12 1.448, H37 0.997, H38 0.996
14 C -0.34532 -1.13511 2.41820  N12 1.387, O15 1.217, N16 1.327
15 O -1.01887 -1.19702 3.42933  C14 1.217
16 N -0.21945 -2.27140 1.74387  C14 1.327, C17 1.385, H39 1.014
17 C 1.07888 -2.69391 1.50875  N16 1.385, C18 1.415, C22 1.407
18 C 1.81262 -2.20161 0.40340  C17 1.415, C19 1.398, H40 1.105
19 C 2.94187 -2.90447 -0.02743  C18 1.398, C20 1.373, H41 1.098
20 C 3.48883 -3.85547 0.79866  C19 1.373, C21 1.413, H42 1.027
21 C 2.82841 -4.20430 1.99815  C20 1.413, C22 1.373, H43 1.086
22 C 1.53344 -3.81126 2.23231  C17 1.407, C21 1.373, Cl23 1.786
23 Cl 0.47714 -4.59146 3.44240  C22 1.786
24 N -0.14636 0.41930 0.23422  C7 1.294, C11 1.326
25 H -5.05105 2.27703 -1.52519  C1 1.095
26 H -4.39972 3.24763 -0.25788  C1 1.095
27 H -4.37132 3.84188 -2.01336  C1 1.136
28 H -1.38044 3.25771 -1.33036  C3 1.076
29 H -2.40061 3.43486 -2.74135  C3 1.036
30 H -0.22421 2.27995 -3.15968  C4 1.115
31 H -1.98893 1.73249 -4.74228  C5 1.079
32 H -2.70956 0.52081 -3.64629  C5 1.095
33 H -1.21228 0.27778 -4.42966  C5 1.062
34 H -1.68832 0.45731 -1.16141  N6 1.067
35 H 3.08405 2.37817 -0.34595  C9 1.135
36 H 2.72430 1.37030 1.82573  C10 1.118
37 H 0.70874 0.07689 4.41124  N13 0.997
38 H 0.11070 1.37461 3.73403  N13 0.996
39 H -0.62534 -2.98598 2.33728  N16 1.014
40 H 1.39440 -1.38617 -0.21376  C18 1.105
41 H 3.31303 -2.54820 -0.99701  C19 1.098
42 H 4.36185 -4.35950 0.60328  C20 1.027
43 H 3.28866 -4.86498 2.72647  C21 1.086

Output
SMILES	COC[C@H](C)Nc1nccc(N(N)C(=O)Nc2ccccc2Cl)n1
HOMO-LUMO gap	9.18	eV

Löwdin atomic charge list, values in e, 8 entries: -0.095, -0.201, -0.193, -0.348, -0.042, 0.081, -0.446, 0.141

Arrangement two

Formula: C15H19ClN6O2
Source: the Open Molecules 2025 dataset
Level of theory: the ωB97M-V functional and the def2-TZVPD basis

Each atom is followed by the atoms it is bonded to, with distances in Å.
Geometry (Å):
1 C -1.81721 -5.30115 -3.36819  O2 1.402, H25 1.115, H26 1.083, H27 1.072
2 O -0.79666 -4.93345 -2.48025  C1 1.402, C3 1.450
3 C -1.15119 -3.98529 -1.44154  O2 1.450, C4 1.592, H28 1.103, H29 1.049
4 C 0.12313 -3.17620 -0.93676  C3 1.592, C5 1.586, N6 1.493, H30 1.148
5 C 0.70872 -3.60968 0.47165  C4 1.586, H31 1.078, H32 1.100, H33 1.128
6 N -0.06135 -1.69462 -0.95090  C4 1.493, C7 1.327, H34 1.050
7 C 0.80178 -0.73328 -1.25445  N6 1.327, N8 1.303, N24 1.329
8 N 2.03930 -1.02295 -1.54230  C7 1.303, C9 1.328
9 C 2.86079 0.00124 -1.74442  N8 1.328, C10 1.396, H35 1.104
10 C 2.44406 1.33211 -1.68263  C9 1.396, C11 1.378, H36 1.045
11 C 1.11209 1.53536 -1.39541  C10 1.378, N12 1.375, N24 1.325
12 N 0.61289 2.81365 -1.30730  C11 1.375, N13 1.493, C14 1.366
13 N 0.51049 3.50257 -2.62780  N12 1.493, H37 1.026, H38 0.973
14 C 0.25865 3.26819 -0.06910  N12 1.366, O15 1.216, N16 1.437
15 O 0.20274 4.47419 0.07488  C14 1.216
16 N -0.39130 2.37282 0.84840  C14 1.437, C17 1.450, H39 1.001
17 C -0.41967 2.69598 2.26212  N16 1.450, C18 1.406, C22 1.386
18 C -0.95326 3.93401 2.65991  C17 1.406, C19 1.364, H40 1.136
19 C -1.09454 4.27599 3.97262  C18 1.364, C20 1.459, H41 1.089
20 C -1.05449 3.24659 5.00590  C19 1.459, C21 1.417, H42 1.096
21 C -0.50531 2.01443 4.57199  C20 1.417, C22 1.411, H43 1.049
22 C -0.20586 1.72146 3.22438  C17 1.386, C21 1.411, Cl23 1.752
23 Cl 0.22218 0.08461 2.76936  C22 1.752
24 N 0.35218 0.50211 -1.06206  C7 1.329, C11 1.325
25 H -2.70438 -5.65459 -2.79351  C1 1.115
26 H -1.43216 -5.98436 -4.11579  C1 1.083
27 H -2.20482 -4.40996 -3.82128  C1 1.072
28 H -1.69047 -4.32969 -0.54333  C3 1.103
29 H -1.79627 -3.25762 -1.83617  C3 1.049
30 H 0.93876 -3.29880 -1.73477  C4 1.148
31 H 0.97341 -4.65354 0.42209  C5 1.078
32 H 1.60252 -3.01777 0.71691  C5 1.100
33 H -0.05157 -3.45423 1.29090  C5 1.128
34 H -0.86925 -1.21005 -0.48834  N6 1.050
35 H 3.93839 -0.21617 -1.84454  C9 1.104
36 H 3.16183 2.07251 -1.85012  C10 1.045
37 H 1.23607 4.22410 -2.70653  N13 1.026
38 H -0.39599 3.79336 -2.82671  N13 0.973
39 H -0.32309 1.41960 0.55020  N16 1.001
40 H -1.15028 4.76461 1.91027  C18 1.136
41 H -1.38626 5.28024 4.27645  C19 1.089
42 H -1.32106 3.30348 6.06775  C20 1.096
43 H -0.32351 1.31022 5.32844  C21 1.049

Output
SMILES	COC[C@H](C)Nc1nccc(N(N)C(=O)Nc2ccccc2Cl)n1
HOMO-LUMO gap	9.26	eV

Löwdin atomic charge list, values in e, 8 entries: -0.118, -0.190, -0.151, -0.267, -0.048, 0.069, -0.455, 0.139

Most favorable structure: arrangement two. The second most favorable one is 45.8 kJ/mol above it.

Arrangement one

Formula: C2H8S2
Source: the Open Molecules 2025 dataset
Level of theory: the ωB97M-V functional and the def2-TZVPD basis

Each atom is followed by the atoms it is bonded to, with distances in Å.
Geometry (Å):
1 C 1.42487 -0.39580 1.32053  S2 1.836, H3 1.084, H4 1.081, H5 1.081
2 S 1.40482 -1.65146 -0.01943  C1 1.836, H6 1.342
3 H 1.36585 0.65459 1.06127  C1 1.084
4 H 0.69998 -0.70129 2.06158  C1 1.081
5 H 2.39758 -0.59566 1.74745  C1 1.081
6 H 2.46952 -1.10527 -0.62754  S2 1.342
7 C -2.12098 0.36389 0.05871  S8 1.821, H9 1.120, H10 1.095, H11 1.095
8 S -1.13565 1.68754 -0.71051  C7 1.821, H12 1.348
9 H -1.77386 0.09882 1.09058  C7 1.120
10 H -3.14740 0.74318 0.10474  C7 1.095
11 H -2.15372 -0.52557 -0.57883  C7 1.095
12 H -0.14942 0.96145 -1.27429  S8 1.348

Output
SMILES	CS.CS
HOMO-LUMO gap	9.81	eV

Löwdin atomic charge list, values in e, 8 entries: -0.482, 0.597, 0.018, 0.018, 0.006, -0.156, -0.498, 0.598

Arrangement two

Formula: C2H8S2
Source: the Open Molecules 2025 dataset
Level of theory: the ωB97M-V functional and the def2-TZVPD basis

Each atom is followed by the atoms it is bonded to, with distances in Å.
Geometry (Å):
1 C 1.46878 0.35208 -0.96082  S2 1.833, H4 1.110, H5 1.156, H6 1.152
2 S 0.95969 0.65441 0.77441  C1 1.833, C3 1.862
3 C 0.04402 -0.95914 0.92760  S2 1.862, H7 1.119, H8 1.127, H9 1.092
4 H 2.38762 -0.26340 -1.06109  C1 1.110
5 H 0.57901 -0.11282 -1.53435  C1 1.156
6 H 1.79247 1.38596 -1.35382  C1 1.152
7 H -0.70396 -0.84492 1.75239  C3 1.119
8 H 0.88767 -1.66115 1.18350  C3 1.127
9 H -0.46074 -1.16729 -0.01849  C3 1.092
10 S -2.79037 1.28807 0.18088  H11 1.335, H12 1.383
11 H -2.61114 0.25752 -0.64827  S10 1.335
12 H -1.55304 1.07066 0.75807  S10 1.383

Output
SMILES	CSC.S
HOMO-LUMO gap	9.63	eV

Löwdin atomic charge list, values in e, 8 entries: -0.439, 0.672, -0.422, 0.031, 0.057, 0.049, 0.037, 0.043

Most favorable structure: arrangement one. The second most favorable one is 17.0 kJ/mol above it.